Entry from OMol25: an isolated molecule of C3H5NO2 (wB97M-V/def2-TZVPD).

The relative energy (zero: lowest compared OMol25 entry of this formula, charge and spin) comes out at 53.3 kcal per mole. The value obtained for the largest force on an atom is 0.6 eV/A. Its structure (SMILES) is [H]/N=C/OCC=O. The total energy comes out at -8775.3852 eV. The value obtained for the LUMO energy is 0.24 eV. The HOMO energy is -10.24 eV.

Each line ends with the Löwdin charge.
CARTESIAN COORDINATES (ANGSTROEM)
1 H -1.771 -2.206 1.090  0.054
2 N -1.064 -1.560 1.439  0.137
3 C -0.963 -0.582 0.655  -0.333
4 O -0.179 0.474 1.024  -0.072
5 C 0.843 0.943 0.157  -0.144
6 C 0.716 0.396 -1.257  -0.223
7 O 0.659 -0.792 -1.466  0.062
8 H -1.517 -0.448 -0.284  0.133
9 H 1.809 0.614 0.567  0.136
10 H 0.836 2.038 0.161  0.123
11 H 0.632 1.123 -2.087  0.126

Entry from OMol25: a 2-piece molecular cluster, C10H15NO overall in a non-equilibrium geometry (wB97M-V/def2-TZVPD).

The relative energy (zero: lowest compared OMol25 entry of this formula, charge and spin) comes out at 16.8 kcal per mole. The value obtained for the largest force on an atom is 2.2 eV/A. The total energy comes out at -14142.4535 eV. The value obtained for the LUMO energy (spin up / spin down) is -4.24 / -7.99 eV. Its net charge is +1. The HOMO energy (spin up / spin down) is -12.52 / -12.52 eV. As for the spin multiplicity: 2.

Each line ends with the Löwdin charge.
CARTESIAN COORDINATES (ANGSTROEM)
1 C 1.540 -1.679 1.692  0.003
2 C 2.381 1.893 0.904  0.015
3 C 2.368 0.540 0.762  0.028
4 C 1.178 2.452 1.448  0.069
5 C 1.437 -0.195 1.547  -0.158
6 C 0.178 1.737 2.153  0.019
7 C 0.427 0.405 2.343  0.023
8 H 3.034 2.546 0.346  0.131
9 H 3.112 0.019 0.172  0.139
10 H 1.085 3.513 1.235  0.137
11 H -0.727 2.202 2.494  0.132
12 H 1.528 -1.833 2.780  0.114
13 H 2.475 -2.110 1.420  0.085
14 H -0.201 -0.164 3.012  0.140
15 H 0.724 -2.232 1.225  0.114
16 C -1.236 -1.028 -2.073  -0.167
17 C -0.726 -0.140 -3.224  -0.080
18 C -2.209 -0.289 -1.205  -0.569
19 O -2.221 0.926 -1.079  0.031
20 N -3.226 -1.003 -0.658  0.163
21 H -1.547 -1.963 -2.531  0.114
22 H -0.394 -1.235 -1.421  0.097
23 H -0.365 0.744 -2.798  0.044
24 H -3.915 -0.558 -0.079  0.109
25 H -3.317 -1.992 -0.800  0.100
26 H -1.514 0.043 -3.944  0.087
27 H 0.130 -0.599 -3.721  0.078